Entry 1:
{
  "formula": "C16H44BrMnN4O4",
  "method": "ωB97M-V/def2-TZVPD",
  "elements": ["Mn", "Br", "C", "C", "C", "O", "C", "N", "H", "H", "H", "H", "H", "H", "H", "H", "H", "H", "H", "C", "C", "C", "O", "C", "N", "H", "H", "H", "H", "H", "H", "H", "H", "H", "H", "H", "C", "C", "C", "O", "C", "N", "H", "H", "H", "H", "H", "H", "H", "H", "H", "H", "H", "C", "C", "C", "O", "C", "N", "H", "H", "H", "H", "H", "H", "H", "H", "H", "H", "H"],
  "coordinates": [[-12.82, -14.61, -1.26], [-15.23, -14.02, -1.95], [-14.70, -14.87, 2.84], [-14.26, -14.46, 1.49], [-13.74, -13.04, 1.32], [-12.87, -13.00, 0.13], [-12.44, -11.69, -0.07], [-13.43, -15.49, 0.99], [-15.21, -15.83, 2.93], [-15.35, -14.06, 3.17], [-13.94, -14.71, 3.60], [-15.14, -14.46, 0.85], [-13.02, -12.74, 2.09], [-14.58, -12.35, 1.29], [-12.07, -11.35, 0.90], [-13.22, -11.04, -0.45], [-11.61, -11.85, -0.76], [-13.97, -16.32, 1.19], [-12.78, -15.58, 1.76], [-17.30, -8.75, 0.14], [-16.45, -9.93, 0.49], [-17.31, -11.00, 1.17], [-17.54, -10.60, 2.53], [-18.72, -11.19, 3.02], [-15.93, -10.44, -0.76], [-17.61, -8.15, 0.99], [-18.25, -9.09, -0.28], [-16.84, -8.11, -0.61], [-15.79, -9.45, 1.21], [-16.82, -11.97, 1.26], [-18.25, -11.17, 0.65], [-19.53, -10.77, 2.41], [-18.91, -11.06, 4.08], [-18.84, -12.27, 2.86], [-16.79, -10.15, -1.22], [-15.79, -11.44, -0.74], [-20.07, -15.03, -1.82], [-19.49, -13.68, -1.60], [-20.49, -12.53, -1.34], [-21.30, -12.28, -2.48], [-20.49, -11.64, -3.47], [-18.68, -13.90, -0.40], [-20.52, -15.35, -0.88], [-19.30, -15.74, -2.12], [-20.81, -15.12, -2.61], [-18.76, -13.57, -2.40], [-20.00, -11.67, -0.89], [-21.23, -12.88, -0.62], [-21.32, -11.50, -4.16], [-19.69, -12.18, -3.98], [-20.06, -10.67, -3.22], [-18.51, -14.86, -0.12], [-17.78, -13.49, -0.61], [-8.60, -14.90, -1.24], [-9.92, -14.10, -1.23], [-10.43, -13.88, -2.68], [-11.77, -13.43, -2.68], [-12.17, -13.23, -4.01], [-10.91, -14.74, -0.38], [-8.80, -15.97, -1.19], [-8.08, -14.64, -0.32], [-7.91, -14.61, -2.04], [-9.72, -13.12, -0.79], [-10.42, -14.81, -3.26], [-9.81, -13.10, -3.11], [-11.73, -13.91, -4.74], [-11.85, -12.26, -4.40], [-13.26, -13.28, -3.96], [-10.82, -14.39, 0.57], [-10.47, -15.62, -0.17]],
  "nbo_charge": [0.85, -0.80, -0.63, -0.13, -0.06, -0.66, -0.25, -0.84, 0.23, 0.22, 0.21, 0.22, 0.18, 0.21, 0.17, 0.21, 0.19, 0.38, 0.35, -0.63, -0.10, -0.06, -0.55, -0.26, -0.83, 0.23, 0.19, 0.22, 0.19, 0.16, 0.18, 0.16, 0.19, 0.17, 0.36, 0.38, -0.61, -0.10, -0.07, -0.52, -0.28, -0.87, 0.20, 0.21, 0.21, 0.19, 0.17, 0.19, 0.20, 0.17, 0.17, 0.37, 0.37, -0.64, -0.09, -0.09, -0.62, -0.27, -0.94, 0.22, 0.22, 0.22, 0.19, 0.20, 0.19, 0.19, 0.18, 0.23, 0.37, 0.39],
  "homo_ev": [-3.1508, -8.7105],
  "mol_weight_g_mol": 491.4,
  "e_lumo_ev": [0.44, 0.21],
  "multiplicity": 7,
  "gap_ha": [0.13197, 0.32791]
}

Entry 2:
{
  "formula": "C71H150F6N6O5S",
  "method": "ωB97M-V/def2-TZVPD",
  "elements": ["C", "C", "C", "C", "N", "C", "C", "C", "C", "C", "C", "C", "H", "H", "H", "H", "H", "H", "H", "H", "H", "H", "H", "H", "H", "H", "H", "H", "H", "H", "H", "H", "H", "H", "H", "H", "C", "C", "C", "C", "N", "C", "C", "C", "C", "C", "C", "C", "H", "H", "H", "H", "H", "H", "H", "H", "H", "H", "H", "H", "H", "H", "H", "H", "H", "H", "H", "H", "H", "H", "H", "H", "C", "C", "C", "C", "N", "C", "C", "C", "C", "C", "C", "C", "H", "H", "H", "H", "H", "H", "H", "H", "H", "H", "H", "H", "H", "H", "H", "H", "H", "H", "H", "H", "H", "H", "H", "H", "C", "C", "C", "C", "N", "C", "C", "C", "C", "C", "C", "C", "H", "H", "H", "H", "H", "H", "H", "H", "H", "H", "H", "H", "H", "H", "H", "H", "H", "H", "H", "H", "H", "H", "H", "H", "C", "C", "C", "C", "N", "C", "C", "C", "C", "C", "C", "C", "H", "H", "H", "H", "H", "H", "H", "H", "H", "H", "H", "H", "H", "H", "H", "H", "H", "H", "H", "H", "H", "H", "H", "H", "C", "C", "C", "C", "N", "C", "C", "C", "C", "C", "C", "C", "H", "H", "H", "H", "H", "H", "H", "H", "H", "H", "H", "H", "H", "H", "H", "H", "H", "H", "H", "H", "H", "H", "H", "H", "C", "O", "O", "C", "F", "F", "F", "C", "C", "H", "H", "H", "H", "H", "H", "C", "F", "F", "F", "S", "O", "O", "O"],
  "coordinates": [[-7.32, -27.50, -5.95], [-7.24, -26.29, -4.95], [-6.14, -25.18, -5.18], [-6.48, -24.61, -6.57], [-5.22, -23.86, -7.13], [-4.11, -24.88, -7.60], [-3.91, -24.67, -9.12], [-4.58, -23.30, -9.43], [-5.74, -23.28, -8.52], [-4.75, -22.66, -6.24], [-5.85, -21.64, -5.88], [-5.40, -20.48, -4.89], [-7.88, -28.32, -5.50], [-6.40, -28.02, -6.18], [-7.79, -27.14, -6.86], [-7.07, -26.77, -3.98], [-8.18, -25.76, -4.85], [-5.15, -25.63, -5.18], [-6.10, -24.34, -4.49], [-7.33, -23.94, -6.49], [-6.64, -25.36, -7.35], [-3.20, -24.74, -7.01], [-4.38, -25.90, -7.32], [-2.87, -24.70, -9.44], [-4.35, -25.50, -9.69], [-3.94, -22.42, -9.37], [-4.95, -23.32, -10.45], [-6.16, -22.28, -8.40], [-6.59, -23.79, -8.96], [-3.88, -22.20, -6.73], [-4.35, -23.13, -5.34], [-6.66, -22.21, -5.43], [-6.26, -21.12, -6.75], [-4.54, -19.90, -5.22], [-4.99, -20.97, -4.00], [-6.26, -19.82, -4.77], [-6.79, -25.18, 0.44], [-6.04, -25.21, -0.95], [-4.77, -26.08, -0.89], [-4.22, -26.40, -2.35], [-2.98, -27.43, -2.33], [-3.09, -28.67, -1.38], [-2.28, -28.48, -0.09], [-1.08, -27.65, -0.66], [-1.75, -26.74, -1.68], [-2.75, -27.90, -3.79], [-3.74, -28.94, -4.24], [-3.23, -29.35, -5.64], [-7.53, -25.96, 0.60], [-7.32, -24.24, 0.58], [-6.14, -25.17, 1.31], [-5.79, -24.17, -1.14], [-6.76, -25.54, -1.70], [-5.07, -26.99, -0.38], [-4.05, -25.64, -0.21], [-4.01, -25.52, -2.95], [-4.98, -27.04, -2.81], [-2.63, -29.58, -1.76], [-4.11, -28.94, -1.10], [-2.03, -29.41, 0.43], [-2.92, -27.92, 0.59], [-0.26, -28.30, -0.97], [-0.75, -26.91, 0.07], [-1.08, -26.43, -2.48], [-2.22, -25.85, -1.27], [-1.78, -28.39, -3.69], [-2.62, -27.13, -4.55], [-4.75, -28.55, -4.33], [-3.74, -29.85, -3.64], [-2.62, -30.25, -5.65], [-2.72, -28.59, -6.24], [-4.11, -29.57, -6.25], [-8.98, -22.83, -1.63], [-9.80, -22.58, -0.39], [-11.23, -23.30, -0.30], [-12.16, -23.15, -1.52], [-13.62, -23.66, -1.26], [-14.16, -23.91, -2.76], [-13.74, -25.32, -3.07], [-14.00, -26.04, -1.80], [-13.70, -25.12, -0.60], [-14.45, -22.56, -0.46], [-15.97, -22.78, -0.43], [-16.69, -21.61, 0.28], [-9.44, -22.38, -2.51], [-8.96, -23.89, -1.88], [-7.93, -22.56, -1.66], [-9.84, -21.52, -0.17], [-9.12, -23.05, 0.32], [-11.77, -22.93, 0.58], [-11.17, -24.38, -0.19], [-11.73, -23.74, -2.33], [-12.31, -22.10, -1.78], [-15.23, -23.74, -2.89], [-13.74, -23.16, -3.44], [-14.23, -25.81, -3.91], [-12.69, -25.31, -3.35], [-15.04, -26.36, -1.71], [-13.34, -26.91, -1.74], [-14.53, -25.18, 0.10], [-12.87, -25.40, 0.06], [-14.18, -21.65, -1.00], [-13.96, -22.58, 0.52], [-16.23, -23.70, 0.10], [-16.54, -22.96, -1.34], [-16.13, -21.32, 1.16], [-17.74, -21.79, 0.53], [-16.58, -20.67, -0.27], [-7.04, -33.32, -12.86], [-7.68, -32.51, -11.75], [-7.57, -33.10, -10.36], [-8.61, -32.37, -9.42], [-8.53, -32.86, -7.94], [-9.63, -32.09, -7.06], [-9.07, -30.72, -6.75], [-7.56, -30.94, -6.85], [-7.29, -32.39, -7.23], [-8.84, -34.39, -7.79], [-10.25, -34.73, -8.22], [-10.44, -36.13, -8.73], [-7.36, -32.91, -13.81], [-7.28, -34.39, -12.81], [-5.99, -33.07, -12.77], [-8.75, -32.58, -11.97], [-7.40, -31.46, -11.81], [-6.50, -33.05, -10.14], [-7.79, -34.17, -10.44], [-9.61, -32.58, -9.80], [-8.51, -31.28, -9.34], [-9.60, -32.70, -6.16], [-10.66, -32.18, -7.42], [-9.40, -30.34, -5.79], [-9.28, -29.94, -7.48], [-7.18, -30.78, -5.84], [-7.17, -30.21, -7.56], [-7.27, -33.01, -6.33], [-6.42, -32.50, -7.89], [-8.69, -34.58, -6.72], [-8.02, -34.78, -8.39], [-10.57, -34.06, -9.01], [-11.01, -34.68, -7.44], [-10.03, -36.87, -8.05], [-9.75, -36.34, -9.55], [-11.44, -36.42, -9.05], [-5.95, -29.07, 2.20], [-6.21, -30.36, 2.93], [-5.74, -31.57, 2.12], [-6.83, -32.15, 1.08], [-6.52, -33.63, 0.57], [-6.65, -34.59, 1.75], [-6.88, -35.97, 1.10], [-7.75, -35.64, -0.11], [-7.55, -34.14, -0.43], [-5.06, -33.64, 0.04], [-4.79, -32.63, -1.03], [-3.27, -32.61, -1.23], [-6.08, -28.15, 2.76], [-6.55, -28.90, 1.30], [-4.91, -29.12, 1.87], [-7.24, -30.49, 3.29], [-5.64, -30.29, 3.86], [-5.50, -32.31, 2.88], [-4.78, -31.45, 1.60], [-6.99, -31.40, 0.31], [-7.80, -32.15, 1.58], [-5.84, -34.53, 2.48], [-7.53, -34.24, 2.29], [-5.97, -36.49, 0.83], [-7.44, -36.65, 1.75], [-7.58, -36.20, -1.03], [-8.78, -35.97, 0.02], [-7.21, -34.04, -1.46], [-8.50, -33.64, -0.23], [-4.86, -34.68, -0.22], [-4.34, -33.42, 0.82], [-5.10, -31.66, -0.64], [-5.35, -32.73, -1.95], [-2.84, -32.29, -0.28], [-3.02, -31.82, -1.94], [-2.75, -33.49, -1.59], [-9.54, -28.69, 1.92], [-10.96, -28.15, 2.06], [-11.95, -29.35, 1.71], [-11.86, -29.76, 0.16], [-12.92, -30.80, -0.34], [-12.84, -31.02, -1.90], [-14.28, -31.47, -2.24], [-15.20, -31.10, -1.02], [-14.29, -30.25, -0.13], [-12.79, -32.10, 0.51], [-11.42, -32.87, 0.27], [-11.49, -34.41, 0.53], [-9.49, -28.97, 0.87], [-9.27, -29.56, 2.54], [-8.79, -27.96, 2.23], [-10.98, -27.37, 1.29], [-11.08, -27.72, 3.05], [-12.95, -28.97, 1.96], [-11.94, -30.20, 2.38], [-10.96, -30.31, -0.10], [-12.18, -28.95, -0.50], [-12.01, -31.64, -2.22], [-12.73, -30.08, -2.44], [-14.34, -32.52, -2.52], [-14.51, -30.91, -3.15], [-15.50, -31.98, -0.45], [-16.08, -30.48, -1.14], [-14.55, -30.32, 0.93], [-14.36, -29.18, -0.31], [-13.56, -32.79, 0.16], [-13.07, -31.95, 1.55], [-10.70, -32.48, 0.99], [-10.90, -32.68, -0.67], [-11.96, -34.97, -0.27], [-12.09, -34.68, 1.40], [-10.51, -34.85, 0.69], [-7.96, -29.40, -2.20], [-8.80, -28.48, -1.61], [-6.74, -29.38, -1.47], [-8.67, -30.79, -2.44], [-9.84, -30.54, -3.02], [-7.99, -31.58, -3.25], [-8.84, -31.54, -1.33], [-9.74, -27.75, -2.43], [-10.19, -26.55, -1.60], [-10.58, -25.85, -2.33], [-10.89, -26.92, -0.85], [-9.41, -26.07, -1.01], [-10.54, -28.43, -2.72], [-9.33, -27.33, -3.34], [-7.68, -28.98, -3.16], [-12.90, -28.67, -5.24], [-12.94, -28.27, -3.95], [-12.17, -29.74, -5.36], [-14.10, -28.99, -5.62], [-11.94, -27.32, -6.34], [-12.91, -26.17, -6.35], [-10.79, -27.03, -5.46], [-11.62, -27.97, -7.62]],
  "lowdin_charge": [-0.08, -0.21, -0.17, -0.11, -0.14, -0.06, -0.12, -0.15, -0.11, -0.09, -0.20, -0.06, 0.05, 0.06, 0.08, 0.07, 0.11, 0.09, 0.10, 0.14, 0.12, 0.12, 0.11, 0.12, 0.12, 0.13, 0.13, 0.12, 0.14, 0.14, 0.11, 0.09, 0.10, 0.08, 0.07, 0.08, -0.08, -0.22, -0.16, -0.04, -0.14, -0.11, -0.13, -0.11, -0.09, -0.13, -0.22, -0.08, 0.06, 0.05, 0.08, 0.10, 0.09, 0.10, 0.11, 0.12, 0.10, 0.11, 0.11, 0.12, 0.10, 0.13, 0.12, 0.13, 0.11, 0.14, 0.13, 0.09, 0.10, 0.09, 0.07, 0.06, -0.13, -0.20, -0.14, -0.11, -0.12, -0.05, -0.18, -0.17, -0.04, -0.07, -0.23, -0.08, 0.07, 0.05, 0.07, 0.12, 0.08, 0.11, 0.07, 0.11, 0.13, 0.12, 0.14, 0.13, 0.10, 0.13, 0.09, 0.11, 0.10, 0.13, 0.13, 0.10, 0.11, 0.07, 0.09, 0.08, -0.09, -0.29, -0.17, -0.05, -0.19, -0.06, -0.15, -0.17, -0.09, -0.08, -0.25, -0.09, 0.09, 0.09, 0.08, 0.11, 0.12, 0.11, 0.11, 0.12, 0.13, 0.12, 0.14, 0.11, 0.12, 0.10, 0.11, 0.13, 0.13, 0.13, 0.13, 0.11, 0.12, 0.09, 0.08, 0.10, -0.11, -0.24, -0.15, -0.05, -0.16, -0.09, -0.12, -0.15, -0.07, -0.12, -0.23, -0.07, 0.08, 0.05, 0.06, 0.10, 0.12, 0.10, 0.10, 0.09, 0.11, 0.14, 0.13, 0.12, 0.13, 0.12, 0.10, 0.13, 0.10, 0.14, 0.13, 0.09, 0.11, 0.08, 0.05, 0.09, -0.11, -0.20, -0.12, -0.06, -0.19, -0.05, -0.11, -0.11, -0.14, -0.06, -0.19, -0.07, 0.05, 0.07, 0.07, 0.08, 0.11, 0.10, 0.11, 0.11, 0.11, 0.12, 0.10, 0.12, 0.11, 0.11, 0.13, 0.13, 0.13, 0.12, 0.13, 0.09, 0.08, 0.08, 0.08, 0.04, -0.47, -0.10, -0.25, -0.57, 0.13, 0.15, 0.11, -0.22, -0.05, 0.07, 0.04, 0.07, 0.09, 0.09, 0.12, -0.70, 0.08, 0.13, 0.17, 0.54, -0.37, -0.38, -0.34],
  "homo_ev": -14.2059,
  "mol_weight_g_mol": 1314.1,
  "charge": 4,
  "e_lumo_ev": -6.49,
  "gap_ha": 0.28352,
  "de_lowest_kcal_mol": 113.4
}

Entry 3:
{
  "formula": "C2HBr4O2S",
  "method": "ωB97M-V/def2-TZVPD",
  "elements": ["C", "C", "O", "O", "S", "Br", "Br", "Br", "Br", "H"],
  "coordinates": [[-1.69, 0.24, -0.96], [1.64, -0.78, 0.01], [-0.96, -0.96, 1.19], [-1.81, 1.28, 1.35], [-1.12, 0.33, 0.58], [-1.62, 2.03, -1.51], [1.30, 1.04, 0.88], [2.25, -2.25, 1.21], [3.09, -0.63, -1.24], [-1.08, -0.30, -1.52]],
  "nbo_charge": [-0.77, -0.56, -0.90, -0.92, 2.07, 0.00, 0.02, -0.08, -0.05, 0.21],
  "homo_ev": [-4.1684, -4.1681],
  "mol_weight_g_mol": 408.7,
  "charge": -1,
  "e_lumo_ev": [2.53, 2.53],
  "gap_ha": [0.24631, 0.24629],
  "de_lowest_kcal_mol": 102.9
}

Please write out number 3 again, unchanged.
{
  "formula": "C2HBr4O2S",
  "method": "ωB97M-V/def2-TZVPD",
  "elements": ["C", "C", "O", "O", "S", "Br", "Br", "Br", "Br", "H"],
  "coordinates": [[-1.69, 0.24, -0.96], [1.64, -0.78, 0.01], [-0.96, -0.96, 1.19], [-1.81, 1.28, 1.35], [-1.12, 0.33, 0.58], [-1.62, 2.03, -1.51], [1.30, 1.04, 0.88], [2.25, -2.25, 1.21], [3.09, -0.63, -1.24], [-1.08, -0.30, -1.52]],
  "nbo_charge": [-0.77, -0.56, -0.90, -0.92, 2.07, 0.00, 0.02, -0.08, -0.05, 0.21],
  "homo_ev": [-4.1684, -4.1681],
  "mol_weight_g_mol": 408.7,
  "charge": -1,
  "e_lumo_ev": [2.53, 2.53],
  "gap_ha": [0.24631, 0.24629],
  "de_lowest_kcal_mol": 102.9
}

What did the third record say?
{
  "formula": "C2HBr4O2S",
  "method": "ωB97M-V/def2-TZVPD",
  "elements": ["C", "C", "O", "O", "S", "Br", "Br", "Br", "Br", "H"],
  "coordinates": [[-1.69, 0.24, -0.96], [1.64, -0.78, 0.01], [-0.96, -0.96, 1.19], [-1.81, 1.28, 1.35], [-1.12, 0.33, 0.58], [-1.62, 2.03, -1.51], [1.30, 1.04, 0.88], [2.25, -2.25, 1.21], [3.09, -0.63, -1.24], [-1.08, -0.30, -1.52]],
  "nbo_charge": [-0.77, -0.56, -0.90, -0.92, 2.07, 0.00, 0.02, -0.08, -0.05, 0.21],
  "homo_ev": [-4.1684, -4.1681],
  "mol_weight_g_mol": 408.7,
  "charge": -1,
  "e_lumo_ev": [2.53, 2.53],
  "gap_ha": [0.24631, 0.24629],
  "de_lowest_kcal_mol": 102.9
}